C19H21AuN2O2 as an isolated structure at a distorted geometry, computed with ωB97M-V/def2-TZVPD.

Summary:
HOMO (alpha / beta)   -8.136 / -8.137 eV
LUMO (alpha / beta)   -2.309 / -2.305 eV
Energy relative to the best compared isomer or geometry (same formula, charge and spin)   157.1 kJ/mol
Kohn-Sham gap (alpha / beta)   5.83 / 5.83 eV
Total charge   0
DFT total energy   -30804.04758 eV

Last column: Löwdin charge in e.
Cartesian coordinates (Å):
Au  1.06060  -0.99317  -1.30431  0.91
O  3.13547  -1.04128  -1.10104  -0.32
N  3.74416  -0.93427  0.03891  -0.03
N  3.00123  -0.82108  1.06243  -0.26
O  1.71719  -0.79111  1.05204  -0.18
C  3.68321  -0.71326  2.34227  -0.16
C  2.89006  -0.63697  3.47141  -0.02
C  3.50325  -0.52754  4.71263  -0.08
C  4.88420  -0.49520  4.81406  -0.09
C  5.66145  -0.57452  3.66369  -0.08
C  5.06779  -0.68414  2.41810  -0.02
H  1.81675  -0.66904  3.36349  0.11
H  2.89062  -0.46886  5.60259  0.10
H  5.35692  -0.41116  5.78332  0.10
H  6.74072  -0.55031  3.73473  0.10
H  5.66205  -0.74675  1.51948  0.11
C  1.85315  1.46328  -1.28200  0.13
C  0.54196  1.94852  -1.06816  -0.33
C  0.02680  2.03786  0.23957  -0.02
C  -1.29422  2.37373  0.44504  -0.05
C  -2.11393  2.64750  -0.64456  -0.05
C  -1.61176  2.60998  -1.94252  -0.07
C  -0.29780  2.26441  -2.15350  -0.03
H  2.51529  1.29373  -0.44589  0.07
H  2.27903  1.42312  -2.27518  0.09
H  0.67447  1.79619  1.07264  0.12
H  -1.69537  2.41357  1.44840  0.11
H  -3.15345  2.90311  -0.48117  0.11
H  -2.25884  2.82911  -2.78069  0.11
H  0.10082  2.20424  -3.15859  0.12
C  -4.21306  -0.92649  -0.51635  -0.06
C  -3.55203  -1.25277  -1.86092  -0.64
C  -3.89951  -2.69260  -2.26220  -0.06
C  -4.06529  -0.28142  -2.93039  -0.06
C  -2.08993  -1.12757  -1.72984  -0.17
C  -0.88602  -1.06904  -1.62793  -0.22
H  -5.29993  -0.98918  -0.60337  0.08
H  -3.94614  0.08138  -0.19370  0.07
H  -3.88361  -1.62574  0.25279  0.09
H  -4.98327  -2.81246  -2.33178  0.08
H  -3.51661  -3.39846  -1.52522  0.08
H  -3.45934  -2.93863  -3.22888  0.08
H  -5.14726  -0.38335  -3.04324  0.08
H  -3.59570  -0.48352  -3.89361  0.09
H  -3.84412  0.75017  -2.65251  0.06

=====

C19H21Br2IrN3O as an isolated structure, computed with ωB97M-V/def2-TZVPD.

Summary:
HOMO (alpha / beta)   -20.006 / -19.868 eV
LUMO (alpha / beta)   -12.582 / -16.190 eV
Energy relative to the best compared isomer or geometry (same formula, charge and spin)   38.7 kJ/mol
Multiplicity   6
⟨S²⟩   8.783
Kohn-Sham gap (alpha / beta)   7.42 / 3.68 eV
Total charge   +4
DFT total energy   -169437.85610 eV

Last column: Löwdin charge in e.
Cartesian coordinates (Å):
Ir  0.84772  0.20089  -0.27969  1.40
O  1.54919  2.39909  5.45762  0.22
C  1.44890  1.76029  4.33225  -0.24
C  1.52554  0.36035  4.17496  0.07
C  1.39304  -0.18458  2.93019  -0.07
N  1.18708  0.57614  1.82163  -0.18
C  1.12464  1.90912  2.01185  -0.67
Br  0.85285  2.79601  0.34079  0.94
C  1.24168  2.56679  3.18316  0.04
H  1.71261  1.84676  6.24321  0.18
H  1.69558  -0.28746  5.02595  0.15
H  1.46108  -1.25511  2.78788  0.13
H  1.19867  3.64528  3.27457  0.16
Br  7.30354  -0.52239  -1.77059  1.05
C  5.51328  -0.37089  -1.42695  -0.65
C  4.89922  -1.22261  -0.49621  -0.05
C  3.56381  -1.07383  -0.25094  -0.11
N  2.82009  -0.12975  -0.89325  -0.18
C  3.41307  0.69142  -1.80187  -0.10
C  4.74614  0.59390  -2.09030  -0.04
H  5.46329  -1.98621  0.02282  0.14
H  3.05971  -1.72147  0.45625  0.11
H  2.79162  1.41402  -2.31480  0.12
H  5.18510  1.25527  -2.82461  0.14
C  -4.89500  0.19575  -1.44490  0.04
N  -3.72163  1.12421  -1.26478  -0.15
C  -3.55300  1.49581  0.18038  0.04
C  -2.42811  0.65626  -1.89589  -0.06
C  -1.96066  -0.74367  -1.54676  -0.17
C  -2.75053  -1.86318  -2.08685  0.10
C  -2.47554  -3.20048  -1.82375  0.03
C  -1.32692  -3.48158  -1.13895  0.08
C  -0.48409  -2.39546  -0.67901  0.01
C  -0.77787  -1.01821  -0.88186  -0.25
H  -5.77565  0.68225  -1.03227  0.13
H  -4.71239  -0.72765  -0.89862  0.11
H  -5.05913  0.01163  -2.50514  0.12
H  -3.96379  1.97973  -1.77272  0.20
H  -3.25710  0.60733  0.73520  0.11
H  -4.50270  1.86294  0.56084  0.13
H  -2.80283  2.27902  0.26145  0.10
H  -1.66764  1.38862  -1.63547  0.11
H  -2.58119  0.70411  -2.97775  0.17
H  -3.57390  -1.63823  -2.75956  0.14
H  -3.12089  -3.98550  -2.19554  0.16
H  -1.02137  -4.50790  -0.96662  0.16
H  0.41447  -2.68678  -0.14537  0.11

=====

C19H21BrCl2CsF14Mg2N2O12P2 as an isolated structure at a distorted geometry, computed with ωB97M-V/def2-TZVPD.

Summary:
HOMO   -9.600 eV
LUMO   -8.390 eV
Kohn-Sham gap   1.21 eV
Total charge   +1
DFT total energy   -210711.91289 eV

Last column: Löwdin charge in e.
Cartesian coordinates (Å):
O  -0.92779  -5.98601  0.40830  -0.17
C  -1.48806  -5.20382  -0.44591  -0.38
F  -1.19011  -5.43674  -1.80311  0.09
N  -2.35671  -4.14676  0.08345  -0.20
P  -3.62319  -3.65425  -1.09071  0.73
P  -5.50613  -4.13398  -0.00450  0.32
O  -5.15764  -5.71681  0.63530  -0.47
Br  -7.24531  -4.25238  -1.44076  0.27
C  -1.59565  -2.99974  0.61063  -0.37
O  -2.11225  -2.36005  1.56727  0.10
F  -0.31741  -2.59524  0.08756  0.05
H  -3.63340  -2.22300  -1.29318  -0.05
H  -4.67533  -5.58169  1.49434  0.02
Mg  -1.86785  -7.62573  1.15534  0.99
C  -1.12196  0.90958  0.38479  -0.05
C  -1.22457  1.17506  1.87328  -0.34
O  -1.39150  2.53667  2.19878  -0.12
C  -2.72043  3.11551  2.11083  -0.41
O  -3.59338  2.39473  2.77969  0.02
C  -3.17078  3.43244  0.63716  -0.52
F  -2.12499  3.88777  -0.10037  0.12
F  -4.09174  4.41955  0.60674  0.14
F  -3.69313  2.39093  -0.04022  0.13
H  -0.53625  1.68353  -0.11635  0.09
H  -0.65568  -0.06289  0.20297  0.06
H  -2.10794  0.87971  -0.07796  0.08
H  -0.26214  0.89248  2.32538  -0.04
H  -1.97837  0.53215  2.34525  0.11
H  -2.52191  4.12998  2.49712  0.18
C  -7.10568  -5.19981  3.40390  -0.77
O  -6.38264  -6.18788  3.10249  0.07
O  -7.63114  -5.33110  4.62979  0.13
O  -7.38224  -4.17453  2.75904  0.09
H  -7.18828  -6.20129  4.76041  0.09
Mg  0.19430  0.28506  4.19884  1.10
C  2.11428  0.14701  -3.04231  -0.11
C  0.93907  0.88726  -2.93683  -0.43
C  0.86033  2.15758  -3.50907  -0.50
C  1.95508  2.68141  -4.19482  -0.12
C  3.13095  1.93786  -4.30256  -0.03
C  3.21184  0.67426  -3.72359  -0.05
H  2.17631  -0.83956  -2.59382  0.11
H  0.08214  0.47501  -2.40808  0.08
H  -0.05540  2.73807  -3.42164  0.08
H  1.89259  3.66733  -4.64395  0.12
H  3.98836  2.34751  -4.83982  0.08
H  4.12847  0.09931  -3.80285  0.12
C  5.64684  0.59901  -1.14637  -0.06
C  5.47449  0.73846  0.38073  -0.43
C  5.65826  2.14467  0.95128  -0.30
F  6.88400  2.64517  0.72612  0.11
F  5.49379  2.13089  2.30197  0.08
F  6.29059  -0.15021  0.99962  0.13
F  4.19571  0.33396  0.67283  0.07
O  6.92305  0.15110  -1.61600  0.04
C  7.93881  1.12802  -1.75676  -0.50
C  9.11193  0.91028  -0.79233  -0.27
F  8.70680  0.90495  0.49861  0.09
F  10.02418  1.90311  -0.91125  0.10
F  7.39557  2.35670  -1.65810  0.14
F  8.38364  1.02065  -3.02680  0.16
H  4.95758  -0.19130  -1.45946  0.13
H  5.30572  1.48884  -1.68521  0.14
H  4.91971  2.83740  0.53652  0.17
H  9.60741  -0.04262  -0.99191  0.18
C  -4.55938  7.60800  -1.19615  -1.04
Cl  -3.22767  8.77059  -1.21919  0.50
Cl  -6.08025  8.38650  -0.74518  0.51
H  -4.66564  7.17227  -2.18887  0.02
H  -4.33390  6.82609  -0.47216  0.00
F  5.92626  2.08842  -5.32608  -0.59
N  -5.41143  -5.78562  6.80257  -0.58
O  -5.82477  -4.64307  6.56374  0.12
O  -5.92646  -6.76244  6.23806  0.08
O  -4.48777  -5.95191  7.60150  0.10
Cs  -0.36382  0.81764  -5.10795  1.46

=====

A single C19H21BrN2O6S molecule at a distorted geometry, computed with ωB97M-V/def2-TZVPD.

Summary:
HOMO   -8.962 eV
LUMO   -0.106 eV
Kohn-Sham gap   8.86 eV
Total charge   0
DFT total energy   -116186.54894 eV

Last column: Löwdin charge in e.
Cartesian coordinates (Å):
O  -0.55707  4.37752  -1.31124  0.09
C  -0.73908  3.80067  -0.26677  -0.42
N  0.11760  2.93967  0.33464  0.15
C  1.26381  2.34800  -0.19964  -0.19
C  1.79028  1.25468  0.48630  -0.01
C  2.87048  0.57767  -0.03369  -0.26
C  3.47653  0.98436  -1.20704  -0.07
C  2.97176  2.09131  -1.87213  -0.05
C  1.86453  2.76532  -1.38585  0.01
H  1.45745  3.60897  -1.91835  0.10
H  3.43703  2.42856  -2.78552  0.11
H  4.33530  0.44256  -1.56912  0.11
S  3.36840  -0.94484  0.77422  0.68
O  4.66843  -1.30462  0.28605  -0.27
O  3.15968  -0.82585  2.18717  -0.28
N  2.24231  -2.00055  0.17962  -0.25
C  1.24177  -2.58712  1.03115  -0.18
H  1.13451  -3.64879  0.78819  0.13
C  -0.11004  -1.87295  0.92785  -0.17
C  -0.78479  -2.00609  -0.43549  -0.19
H  -1.11183  -3.03887  -0.58021  0.11
C  0.09854  -1.59989  -1.61736  -0.19
C  1.15603  -2.65396  -1.95414  -0.16
H  0.72898  -3.64385  -1.78350  0.11
C  2.45445  -2.50643  -1.15053  -0.20
H  2.97612  -3.47365  -1.11638  0.13
H  3.11942  -1.79151  -1.63660  0.11
H  1.41361  -2.59106  -3.01259  0.11
H  -0.54568  -1.46697  -2.48959  0.11
H  0.58072  -0.64263  -1.41069  0.11
H  -1.68128  -1.37942  -0.43258  0.10
H  -0.77252  -2.28527  1.69204  0.11
H  0.04098  -0.81726  1.15353  0.09
H  1.61020  -2.49657  2.05529  0.11
H  1.36880  0.92626  1.42424  0.12
H  -0.17364  2.55227  1.23116  0.11
C  -2.04214  3.96890  0.54289  -0.04
H  -2.65391  4.73958  0.07253  0.14
H  -1.81002  4.23356  1.58038  0.14
O  -2.83064  2.77977  0.50945  0.06
C  -2.55595  1.81530  1.38420  -0.42
O  -1.65606  1.85894  2.19844  0.10
C  -3.44926  0.66930  1.26068  -0.18
C  -3.46496  -0.49717  1.99218  0.02
C  -4.50089  -1.28607  1.46200  -0.06
C  -5.03487  -0.53662  0.44697  -0.77
O  -4.41695  0.63606  0.31359  0.04
Br  -6.43065  -0.90510  -0.72184  0.84
H  -4.81596  -2.26021  1.77237  0.11
H  -2.80951  -0.73591  2.80371  0.13